1.
DFT (wB97M-V/def2-TZVPD) results for a structure of composition C33H32CeClN6OS3 in a non-equilibrium geometry.

Structure (XYZ):
```
77
Properties=species:S:1:pos:R:3:forces:R:3
Ce -0.0765 0.6300 -0.4562 -0.11 -0.82 0.61
C -2.2465 0.7003 -3.2995 0.25 -0.43 0.56
N -1.9027 -0.4067 -2.3097 -0.43 -0.47 -1.29
C -1.3681 -1.6209 -2.9853 -1.41 -1.15 -0.20
C 0.0555 -1.5370 -3.3961 1.00 1.35 0.26
N 0.9267 -1.2039 -2.2442 0.69 -0.50 -0.42
C 1.3664 -2.4988 -1.6474 0.42 0.51 -0.32
C 2.0521 -0.3163 -2.5522 -0.39 -0.19 1.07
C 2.4164 0.0232 -3.8612 -0.49 -0.19 -1.00
C 3.1991 1.1469 -4.0923 0.34 0.22 -0.13
C 3.6150 1.9314 -2.9815 0.27 0.23 -2.19
C 3.3657 1.5560 -1.7167 -0.81 -1.57 0.99
C 2.6730 0.3079 -1.4383 0.46 2.24 -0.86
S 2.5411 -0.0225 0.2465 -0.22 -0.75 0.63
C -3.1190 -0.7465 -1.5429 1.32 1.07 1.12
C -3.8192 -1.9304 -1.6270 -1.50 -0.34 -0.28
C -4.9679 -2.1771 -0.8210 1.14 1.25 0.43
C -5.2562 -1.2554 0.1804 0.62 0.79 -0.69
C -4.4654 -0.1063 0.3383 -1.05 -1.64 -0.96
C -3.4113 0.1773 -0.5156 -0.75 -0.08 0.71
S -2.6349 1.6811 -0.0984 0.53 0.78 -0.54
H -3.1256 0.4039 -3.8902 0.37 0.06 -0.11
H -1.3839 0.9836 -3.9346 -0.36 -0.52 0.21
H -2.4985 1.5924 -2.7190 -0.11 -0.20 0.00
H -1.9621 -1.9185 -3.9029 0.33 0.46 0.78
H -1.4869 -2.4724 -2.2997 -0.01 0.37 0.03
H 0.0987 -0.7207 -4.1152 0.31 -0.10 -0.20
H 0.4677 -2.4616 -3.8226 -0.63 0.18 -0.41
H 1.6934 -3.1538 -2.4863 0.03 0.13 0.65
H 0.5025 -2.9324 -1.1475 0.20 -0.21 0.21
H 2.1934 -2.2919 -0.9486 -0.54 -0.41 -0.17
H 1.9998 -0.6075 -4.7038 0.72 1.03 0.99
H 3.4827 1.4683 -5.1200 -0.31 -0.42 0.92
H 4.1569 2.8482 -3.1762 -0.03 0.09 -0.02
H 3.6053 2.1860 -0.8577 0.19 -0.33 -0.29
H -3.5865 -2.6133 -2.4279 0.00 -0.24 0.01
H -5.6417 -3.0010 -0.9108 0.11 -0.64 -0.48
H -6.1536 -1.3040 0.7656 -0.24 -0.42 0.31
H -4.7740 0.6095 1.0546 0.05 0.57 0.69
Cl -1.3711 -1.8457 6.8943 -0.21 -0.34 0.11
C -1.1655 -1.6290 5.1868 1.09 1.40 -0.10
C -1.8774 -2.3247 4.2349 -1.59 -1.37 -0.53
C -1.7215 -2.1558 2.8636 0.13 -0.18 -0.04
C -0.8881 -1.1301 2.3643 0.57 1.12 1.10
O -0.6833 -0.9069 1.1144 -0.19 -0.26 0.10
C -0.2669 -0.2614 3.3903 0.15 -1.27 -0.11
C 0.3342 0.9895 3.0863 0.04 0.84 -1.07
N 0.2021 1.6888 1.9656 0.02 -1.88 1.45
C 0.2563 3.0471 2.0992 -0.67 2.27 0.32
C -0.0145 3.7426 3.3122 1.13 -1.98 -0.57
C -0.1013 5.1314 3.3941 -0.29 0.89 -2.97
C -0.1492 5.8764 2.1862 0.60 -1.49 1.15
C -0.0430 5.1930 0.9387 0.64 1.07 -0.17
C -0.1922 5.9089 -0.2861 0.25 -1.45 -0.35
C -0.1930 5.1728 -1.4755 0.12 2.05 0.06
C 0.1940 3.8492 -1.4514 -0.77 -1.34 2.09
N 0.3219 3.1391 -0.3086 0.79 1.54 -1.13
C 0.2632 3.8182 0.8731 -1.11 -0.82 0.52
C -0.3119 -0.6126 4.7789 -0.70 0.07 -0.84
H -2.6807 -3.0244 4.5667 0.96 0.40 -0.19
H -2.2217 -2.8295 2.1453 0.15 0.59 0.52
H 0.8675 1.4795 3.9182 -0.26 -0.31 -0.18
H -0.0313 3.0718 4.1987 -0.40 1.12 -0.49
H -0.2292 5.6187 4.3233 -0.03 0.39 0.82
H -0.1743 6.9544 2.1334 -0.30 0.08 0.35
H -0.2332 6.9910 -0.2419 -0.51 -0.08 -0.20
H -0.4607 5.6257 -2.4482 0.49 -0.13 0.71
H 0.2747 3.3043 -2.3663 0.08 -0.42 -0.53
H 0.1826 0.0067 5.5359 -0.08 -0.22 -0.43
N 5.5693 -5.2610 1.6277 -1.25 -0.78 0.22
C 4.1876 -5.2318 1.7661 1.42 1.20 -0.16
N 3.5899 -6.4145 2.0008 1.09 -0.23 -0.25
S 3.3875 -3.7816 1.6715 -0.23 -0.10 -0.08
H 6.0091 -6.1703 1.5411 0.21 0.54 -0.11
H 6.0502 -4.4042 1.3797 -0.28 -0.45 0.06
H 4.1593 -7.1792 2.3202 -0.21 -0.16 0.04
H 2.6294 -6.3935 2.2299 -0.77 -0.01 0.24
```
Positions in Å, forces in eV/Å.

Properties
HOMO (alpha / beta): -6.8832 / -6.9237 eV
<S²>: 0.75
gap between HOMO and LUMO (alpha / beta): 6.158 / 6.198 eV
spin multiplicity: 2

2.
DFT (wB97M-V/def2-TZVPD) results for a structure of composition C33H32Cl2O4Sn.

Structure (XYZ):
```
72
Properties=species:S:1:pos:R:3:forces:R:3
Sn 0.0136 2.4412 -0.9221 -0.27 -0.14 0.28
C -1.5350 -3.2644 1.4536 0.01 -0.02 0.01
C -1.1284 -1.8861 1.9224 0.02 -0.01 0.01
C -1.1329 -1.7703 3.4389 -0.01 0.01 0.01
O 0.1458 -1.5900 1.3821 0.03 0.01 0.00
C 0.1717 -0.1914 1.1847 0.03 -0.01 0.00
C -1.2662 0.0814 0.6544 0.05 0.00 -0.01
O -2.0060 -0.8744 1.3928 -0.02 0.01 -0.02
C -1.6572 0.0543 -0.8530 0.07 -0.08 0.12
O -0.6349 0.7128 -1.5752 0.07 0.06 -0.23
C -2.9688 0.8251 -1.0602 0.02 0.03 0.03
C -3.2661 1.2417 -2.3577 0.00 0.03 0.00
C -4.4108 1.9743 -2.6208 0.00 -0.01 0.00
C -5.2855 2.2961 -1.5895 0.00 0.00 0.00
C -5.0101 1.8677 -0.3021 0.00 0.00 -0.01
C -3.8583 1.1338 -0.0367 -0.02 -0.04 -0.02
C -1.8029 -1.3550 -1.4166 -0.05 0.02 0.00
C -2.9939 -2.0588 -1.2525 0.01 -0.02 -0.01
C -3.1314 -3.3410 -1.7611 -0.01 0.03 0.00
C -2.0781 -3.9362 -2.4422 0.01 0.00 -0.01
C -0.8955 -3.2336 -2.6200 0.00 -0.01 0.00
C -0.7604 -1.9459 -2.1181 -0.01 -0.01 0.01
C 1.5051 0.3126 0.5653 -0.04 0.02 -0.10
O 1.3516 1.7045 0.3012 -0.07 0.06 -0.02
C 2.6265 0.2610 1.6191 0.02 -0.04 0.03
C 2.5690 -0.4989 2.7804 0.01 0.00 -0.02
C 3.6320 -0.4951 3.6782 0.00 0.01 0.00
C 4.7603 0.2650 3.4261 0.00 0.00 0.00
C 4.8256 1.0233 2.2635 0.00 0.00 -0.01
C 3.7707 1.0166 1.3688 0.00 -0.01 0.00
C 2.0233 -0.4585 -0.6525 0.03 -0.03 0.01
C 2.3692 0.1928 -1.8288 -0.02 0.01 -0.02
C 2.8744 -0.5067 -2.9166 0.00 -0.01 0.00
C 3.0686 -1.8763 -2.8331 0.00 0.02 0.00
C 2.7761 -2.5301 -1.6442 -0.01 0.00 0.02
C 2.2687 -1.8284 -0.5623 -0.01 0.00 -0.01
H -0.9555 -4.0176 1.9887 0.01 0.01 -0.01
H -1.3573 -3.3664 0.3853 0.00 0.00 0.02
H -2.5927 -3.4265 1.6601 0.01 0.00 0.00
H -0.4583 -2.5092 3.8720 0.00 0.00 -0.01
H -2.1398 -1.9541 3.8137 0.00 0.01 -0.01
H -0.8285 -0.7741 3.7595 0.01 -0.01 0.00
H 0.1615 0.3106 2.1629 -0.01 0.01 0.01
H -1.5532 1.0787 1.0190 0.00 0.02 0.01
H -2.5836 0.9882 -3.1596 0.00 0.00 0.01
H -4.6250 2.2938 -3.6328 0.01 0.00 0.00
H -6.1774 2.8746 -1.7929 0.00 -0.01 0.00
H -5.6920 2.1022 0.5055 0.01 0.00 0.00
H -3.6788 0.7847 0.9721 0.01 0.01 0.00
H -3.8181 -1.6051 -0.7173 0.00 0.01 -0.01
H -4.0631 -3.8758 -1.6254 0.00 0.00 0.00
H -2.1840 -4.9366 -2.8429 0.00 0.00 0.01
H -0.0698 -3.6821 -3.1589 -0.01 0.00 0.00
H 0.1542 -1.3954 -2.2793 0.02 0.02 0.00
H 1.7071 -1.1148 2.9919 0.00 0.00 0.00
H 3.5698 -1.0929 4.5790 0.00 0.00 -0.01
H 5.5851 0.2690 4.1273 -0.01 0.00 0.00
H 5.7021 1.6232 2.0537 0.00 0.00 0.00
H 3.8259 1.6128 0.4676 0.00 -0.01 0.00
H 2.2746 1.2696 -1.9154 0.01 0.00 0.02
H 3.1233 0.0266 -3.8251 0.00 0.00 0.00
H 3.4625 -2.4250 -3.6789 0.00 0.00 0.00
H 2.9446 -3.5960 -1.5549 0.00 0.01 0.00
H 2.0551 -2.3523 0.3571 -0.01 0.00 0.01
Cl 2.5757 4.4401 0.6119 0.05 -0.02 0.11
C 2.9629 6.0651 1.1966 -0.02 0.00 -0.07
Cl 4.0336 6.0209 2.6012 0.01 0.01 0.01
H 2.0400 6.5521 1.4858 -0.01 0.00 0.01
H 3.4627 6.6052 0.4024 0.01 0.00 -0.01
C -0.3268 4.2027 -1.7129 -0.20 0.11 0.01
H -0.1357 5.0390 -1.0513 0.25 -0.01 -0.03
H -1.3308 4.2015 -2.1322 0.05 -0.03 -0.13
```
Positions in Å, forces in eV/Å.

Properties
HOMO: -8.3757 eV
gap between HOMO and LUMO: 8.386 eV
energy relative to the best compared isomer or geometry (same formula, charge and spin): 0.000 eV

3.
DFT (wB97M-V/def2-TZVPD) results for a structure of composition C33H32Cl3CsGeNO12.

Structure (XYZ):
```
83
Properties=species:S:1:pos:R:3:forces:R:3
Cs 2.1163 0.6165 1.1519 -0.25 0.66 0.15
O 4.3243 -0.5412 -2.7038 0.08 -0.05 0.04
C 3.5000 0.3912 -2.2188 -0.20 -0.15 0.18
O 2.3990 0.1359 -1.8019 0.01 0.05 -0.13
C 4.0951 1.7872 -2.2207 0.07 -0.20 -0.04
O 3.5480 2.5151 -1.1624 0.06 -0.16 -0.09
C 4.2745 3.7069 -0.8898 -0.03 0.08 0.01
C 3.9803 4.2941 0.5174 0.02 -0.12 -0.02
O 4.2039 5.5194 0.5876 0.00 -0.01 0.07
O 3.6357 3.4826 1.4005 -0.10 0.02 -0.10
H 3.9719 -1.4248 -2.4295 0.02 0.09 -0.03
H 5.1829 1.6976 -2.1239 0.01 0.00 0.00
H 3.8843 2.2315 -3.2066 -0.01 0.10 0.02
H 5.3529 3.4938 -0.9098 0.00 -0.01 -0.05
H 4.0611 4.4650 -1.6505 -0.02 -0.01 -0.02
Cl -4.5065 4.5229 4.6840 0.03 -0.03 0.02
C -3.2664 3.3553 4.2493 -0.01 0.00 0.02
C -2.6371 2.6126 5.2615 0.03 -0.01 -0.04
C -1.6785 1.7017 4.9287 -0.05 0.03 -0.04
Cl -0.9258 0.7608 6.1915 0.00 0.00 0.00
C -1.2373 1.4348 3.5635 -0.09 -0.07 -0.04
O -0.3694 0.5842 3.3135 -0.01 0.08 -0.02
C -1.9387 2.2310 2.5727 0.09 -0.08 0.05
C -1.6892 2.1015 1.1471 -0.08 -0.01 0.02
O -0.8902 1.3818 0.5762 0.03 0.07 0.00
C -2.9217 3.1593 2.9415 -0.04 0.04 -0.04
H -2.9114 2.7583 6.2979 -0.01 0.00 0.00
H -2.3521 2.7563 0.5365 0.01 0.01 -0.02
H -3.4177 3.7295 2.1624 0.01 -0.01 0.00
C -1.2555 -5.0305 -3.0434 -0.06 0.00 -0.01
C -2.4616 -4.3861 -2.7931 0.04 0.03 0.00
C -2.4799 -3.0195 -2.5445 0.09 -0.04 0.00
C -1.2923 -2.2859 -2.5436 0.05 0.18 -0.21
C -0.0843 -2.9438 -2.7941 -0.05 -0.10 0.09
C -0.0693 -4.3091 -3.0445 0.04 0.06 0.01
Ge -1.2107 -0.3824 -2.1314 0.17 -0.01 0.36
C -2.9744 0.4226 -1.8822 0.06 -0.08 -0.12
C -3.7813 0.0156 -0.8184 -0.09 0.12 -0.04
C -5.0065 0.6277 -0.5846 0.06 -0.07 0.05
C -5.4374 1.6596 -1.4063 0.00 0.05 -0.07
C -4.6406 2.0800 -2.4639 0.04 -0.04 0.03
C -3.4165 1.4649 -2.6996 -0.08 -0.03 0.12
C -0.1790 0.6265 -3.4391 -0.19 -0.04 -0.03
C 0.1909 1.9346 -3.1238 0.06 0.00 -0.07
C 0.9559 2.6821 -4.0081 -0.01 0.00 0.08
C 1.3711 2.1244 -5.2103 0.00 -0.06 -0.05
C 1.0157 0.8193 -5.5305 -0.01 0.03 0.06
C 0.2397 0.0751 -4.6495 0.08 0.10 0.03
H -1.2410 -6.0985 -3.2261 0.00 0.00 0.00
H -3.3864 -4.9514 -2.7880 -0.01 0.01 0.00
H -3.4200 -2.5170 -2.3472 -0.04 -0.01 -0.01
H 0.8518 -2.3960 -2.7476 -0.02 -0.04 0.02
H 0.8763 -4.8094 -3.2134 0.00 0.00 0.01
H -3.4333 -0.7633 -0.1492 -0.01 -0.01 0.01
H -5.6162 0.3143 0.2546 0.01 -0.01 0.00
H -6.3861 2.1461 -1.2140 0.00 0.00 0.00
H -4.9694 2.8935 -3.1000 0.00 0.00 0.00
H -2.7898 1.8028 -3.5163 -0.01 0.03 -0.03
H -0.0880 2.3547 -2.1636 0.00 0.01 0.00
H 1.2532 3.6895 -3.7422 0.00 -0.01 0.00
H 1.9840 2.7018 -5.8926 0.00 0.00 0.00
H 1.3505 0.3797 -6.4627 0.00 -0.01 0.00
H -0.0241 -0.9469 -4.8944 -0.01 -0.02 -0.03
C 2.1498 -1.9912 5.8708 -0.06 0.03 -0.03
N 1.1445 -2.5483 4.9890 -0.02 -0.11 0.02
C 0.0942 -3.3262 5.6135 0.01 0.09 -0.02
C 1.0793 -2.0985 3.6954 -0.02 0.21 -0.01
C -0.0977 -2.4977 2.8466 -0.02 0.03 -0.03
O 1.9292 -1.3458 3.2509 0.17 -0.35 0.15
H 1.6855 -1.3606 6.6358 0.01 0.01 0.00
H 2.8237 -1.3817 5.2776 0.01 -0.01 0.01
H 2.7135 -2.7897 6.3614 0.00 -0.01 0.01
H 0.4587 -3.6767 6.5790 0.00 0.00 0.01
H -0.1619 -4.2032 5.0212 -0.01 -0.01 0.00
H -0.8125 -2.7369 5.7860 0.00 0.00 0.01
H -0.6521 -3.3652 3.1945 0.02 -0.02 0.00
H 0.2524 -2.6594 1.8284 0.06 -0.01 0.01
H -0.7512 -1.6210 2.8404 -0.01 -0.02 0.00
O 1.7594 -2.5217 -0.1171 -0.11 -0.06 0.11
Cl 3.1775 -2.7686 -0.1081 0.05 -0.39 -0.57
O 3.4890 -3.9017 0.7220 -0.03 0.17 -0.14
O 3.6145 -3.0473 -1.4856 -0.11 0.09 0.18
O 3.8708 -1.5944 0.3462 0.38 0.01 0.16
```
Positions in Å, forces in eV/Å.

Properties
HOMO (alpha / beta): -2.5578 / -2.8838 eV
<S²>: 0.76
gap between HOMO and LUMO (alpha / beta): 6.360 / 6.480 eV
charge: -2
spin multiplicity: 2
energy relative to the best compared isomer or geometry (same formula, charge and spin): 0.791 eV

- Number 1 is which compound?
  C33H32CeClN6OS3